DFT (ωB97M-V with the def2-TZVPD basis set) results for an isolated ion of composition C3H7OS2 and charge -1.

Summary:
Total charge ... -1
HOMO-LUMO gap ... 6.81 eV
HOMO level ... -0.1088 Ha

Atoms and positions in Å:
1 C -0.58892 0.30536 0.35364
2 H 0.51690 -0.31042 -1.20908
3 O -2.57612 -1.56579 -0.78492
4 H -0.64885 -1.78067 0.45113
5 C 0.43164 0.57576 -0.62897
6 H 0.77646 -1.01044 1.32928
7 H -0.75421 1.11270 1.14916
8 S -3.82654 0.56328 0.66315
9 H 0.11142 1.37748 -1.27384
10 H -0.95084 -1.07749 2.01454
11 H 1.43645 0.80944 -0.25491
12 C -0.32762 -1.00434 1.14746
13 S -2.54557 -0.06281 -0.67347

DFT (ωB97M-V with the def2-TZVPD basis set) results for C19H24BF4GeO5RuS as an isolated structure.

Summary:
Multiplicity ... 2
Total charge ... -2
HOMO-LUMO gap (spin up / spin down) ... 6.33 / 5.84 eV
Expectation value of S² ... 0.986
HOMO level (spin up / spin down) ... -0.0724 / -0.0546 Ha

Atoms and positions in Å:
1 H 1.85825 -6.01710 -0.37184
2 H 4.54963 0.63180 -2.17656
3 O 0.26382 -2.65099 3.51869
4 C 4.45236 -5.34871 -0.81576
5 H 2.29884 2.56986 -2.60234
6 C -3.15977 0.92823 -1.38955
7 H 2.41927 0.06817 0.00300
8 F 0.67980 4.35247 -0.80129
9 H 5.40080 -4.81089 -0.83971
10 H 1.51704 -0.98278 -4.79255
11 C 1.63810 1.87698 -3.12566
12 H 0.11980 -4.69832 0.81384
13 Ge 2.05250 0.07063 -2.51511
14 H -6.42566 1.86848 -1.79269
15 Ru -0.18919 -0.16102 0.03364
16 H -1.08915 0.93579 -4.15570
17 H 0.61995 2.16626 -2.86711
18 C -4.36360 1.34985 -1.99513
19 H 1.79549 1.97573 -4.20381
20 C 1.44730 -3.09584 1.28625
21 H 2.95611 -1.62528 1.58975
22 H -2.39811 2.10107 -3.86147
23 C -5.52191 1.54274 -1.29431
24 F 1.56744 4.06570 1.30695
25 B 0.43922 3.83474 0.49633
26 C 4.00833 -0.09169 -2.79081
27 F -0.68743 4.47370 1.05020
28 H 4.62981 -6.32230 -0.35149
29 H 4.35653 -1.09525 -2.53110
30 H 4.25231 0.09732 -3.84111
31 C 1.35517 -1.28634 -3.75390
32 H 4.14578 -5.53081 -1.84850
33 S 0.18519 -2.17349 2.15411
34 H 0.29402 -1.46947 -3.59206
35 C 3.70182 -3.32806 0.49669
36 O 0.57869 -0.75094 2.01497
37 H -6.40659 1.44828 0.68002
38 C -2.07921 1.06771 -3.72414
39 H -2.78803 0.42190 -4.24668
40 H -4.37912 1.52041 -3.06360
41 C -5.49768 1.30915 0.10138
42 O -1.05218 -2.47829 1.45432
43 C 1.58408 -0.20306 -0.66042
44 H 4.69970 -2.91668 0.38434
45 C -1.99792 0.71046 -2.24820
46 C -3.11533 0.72045 0.03303
47 H -4.33727 0.74640 1.80293
48 C 1.13528 -4.33170 0.73611
49 C 2.73216 -2.59676 1.17054
50 O -0.92399 0.22471 -1.87870
51 C 2.11030 -5.05659 0.06846
52 C -4.36378 0.91723 0.73440
53 F 0.20061 2.44289 0.39431
54 C 3.40500 -4.56305 -0.06697
55 O -2.09799 0.39638 0.71343
56 H 1.89983 -2.21702 -3.57651

DFT (ωB97M-V with the def2-TZVPD basis set) results for a 2-piece molecular cluster, C5H8O overall.

Summary:
Total charge ... 0
HOMO-LUMO gap ... 10.82 eV
SMILES string ... C=C1CC1.C=O
HOMO level ... -0.3648 Ha

Atoms and positions in Å:
1 C 1.88682 0.43786 1.18883
2 H -1.32168 0.06368 1.39659
3 H 0.81330 -2.03068 -0.58128
4 H -2.43842 -0.85630 0.28209
5 H 1.30620 -0.24973 1.83610
6 H 1.12772 -0.76451 -1.90073
7 H -0.90577 1.78954 -0.40984
8 H -2.01673 0.88955 -1.54690
9 O 3.01722 0.20561 0.84669
10 C -1.56452 -0.21483 0.37128
11 C 0.53204 -1.09168 -1.05234
12 H 1.35372 1.36410 0.89038
13 C -0.47716 -0.37076 -0.60068
14 C -1.31274 0.82815 -0.72021

DFT (ωB97M-V with the def2-TZVPD basis set) results for an isolated ion of composition C6H15N3O and charge +2.

Summary:
Total charge ... +2
HOMO-LUMO gap ... 11.87 eV
SMILES string ... CCC(=[NH2+])OCCNC=[NH2+]
HOMO level ... -0.6923 Ha

Atoms and positions in Å:
1 H 2.67154 2.35759 0.14646
2 H -1.01854 1.94066 -1.34816
3 C -1.65233 -1.07665 0.01787
4 N -1.34847 0.99512 -1.19075
5 C 2.23310 -0.82858 -0.38551
6 C 0.67305 1.75860 0.70893
7 H -2.11045 0.69938 -1.79095
8 H -3.70214 -0.31060 -0.04713
9 C 1.96747 1.56079 -0.10369
10 H -1.05890 -1.68144 0.70377
11 H -1.77763 -1.60274 -0.92831
12 H 1.77184 1.59691 -1.17928
13 N 2.65051 -2.01817 -0.05477
14 H 2.44356 -2.82433 -0.63002
15 H 3.27682 -2.17192 0.72936
16 H 0.90472 1.91125 1.76728
17 H -2.97138 -0.28432 1.56534
18 H -3.49665 -1.80434 0.85253
19 H 3.14972 0.24569 1.04960
20 H 1.60363 -0.73970 -1.26727
21 C -0.97756 0.23241 -0.19735
22 N 2.55066 0.27847 0.22980
23 H 0.10931 2.61983 0.35009
24 O -0.08657 0.54058 0.68195
25 C -3.04532 -0.84108 0.63686

DFT (ωB97M-V with the def2-TZVPD basis set) results for a 5-piece molecular cluster, C27H34BBrN6O5P overall.

Summary:
Total charge ... +1
HOMO-LUMO gap ... 9.00 eV
HOMO level ... -0.4284 Ha

Atoms and positions in Å:
1 H -2.92084 2.38415 2.89009
2 Br -0.27204 3.52186 -1.30665
3 H -3.37186 0.70930 2.61821
4 H -5.29761 -0.96429 7.57678
5 O 0.47391 -0.26024 -2.73232
6 H -0.95247 0.49904 1.56760
7 C 5.21378 -3.88203 -1.37659
8 H -3.62387 1.50244 -6.74621
9 C -2.62571 1.08304 -6.79891
10 N -2.07607 0.73748 -5.63719
11 H -0.44588 -0.04512 -4.70385
12 H 0.10575 2.34262 1.60743
13 H 2.42922 1.04971 -0.72401
14 C -3.87566 -2.26824 6.62081
15 C 4.98412 3.69362 1.15506
16 H -2.48329 1.22646 -8.93495
17 C -1.29406 1.18610 2.34519
18 C 5.32216 3.09742 2.36202
19 N -4.27582 -0.64471 4.39202
20 H 5.51556 -3.37554 -2.28584
21 H -3.72078 -2.89830 7.48642
22 H 0.86931 -0.39649 -6.80439
23 H -4.22767 2.38599 0.96860
24 H 1.66398 3.85160 1.74685
25 H 2.51266 -4.15329 0.39897
26 N 4.43537 2.77876 3.30193
27 H 2.45346 2.78928 3.83772
28 C 6.11287 -4.66761 -0.67259
29 O 2.65752 -1.15068 -2.26611
30 P -1.39493 2.11060 -2.61400
31 H 3.98493 -5.58684 1.78110
32 C -1.89641 -1.19032 -0.37828
33 C 3.15786 3.05518 3.05739
34 C -4.91629 -0.41987 5.53723
35 H -2.61087 2.65240 0.37245
36 H 5.74936 3.93197 0.42956
37 B 1.79910 -0.10941 -2.16620
38 H 7.12752 -4.78237 -1.02621
39 C -3.20134 -2.51670 5.43569
40 O 2.08328 1.10306 -1.62268
41 H -5.59560 0.42479 5.54141
42 N -1.42923 0.55841 -1.63907
43 C -3.51735 0.70502 -0.06942
44 H -1.12401 0.67826 3.29748
45 C -3.43637 -1.67712 4.35960
46 H -0.18329 0.25845 -8.97472
47 O -2.90806 2.56347 -2.37334
48 C -0.71154 0.39188 -8.04010
49 O -0.51583 2.37608 2.33684
50 C -0.84813 0.21974 -5.67297
51 C 3.54773 -4.31170 0.11237
52 C -2.32050 0.04688 -0.66975
53 H 3.34385 4.43674 -0.01887
54 C -0.12494 0.02740 -6.83801
55 H -2.31745 -1.89334 0.31547
56 H -4.02868 -0.05164 0.52259
57 N -0.76144 -1.44064 -1.13073
58 C -0.50812 -0.37499 -1.87183
59 H -2.92148 -1.83904 3.41599
60 C 2.71500 3.64767 1.88318
61 C -4.75091 -1.19681 6.67394
62 H -4.16660 1.01335 -0.88645
63 H -0.19987 -2.27679 -1.15898
64 C -2.76258 1.52650 2.23520
65 C 5.68018 -5.29596 0.48275
66 N 3.94929 -3.69797 -1.00202
67 H -3.00665 3.20879 -1.65853
68 C 3.64913 3.97271 0.91090
69 C -3.25369 1.90962 0.84344
70 H 6.35577 2.86205 2.58921
71 C 4.36664 -5.11545 0.88650
72 C -1.98783 0.92979 -8.02132
73 H 6.35344 -5.91656 1.05861
74 H -2.50833 -3.34184 5.34744
75 H 2.75921 -1.70779 -1.47896

DFT (ωB97M-V with the def2-TZVPD basis set) results for a 6-piece molecular cluster, C3H19N2O5S overall.

Summary:
Total charge ... -1
HOMO-LUMO gap ... 7.10 eV
HOMO level ... -0.1395 Ha

Atoms and positions in Å:
1 N 2.47093 0.43739 -1.84542
2 H -1.34784 -0.01677 2.62219
3 H 0.79696 2.11578 1.49624
4 O -0.39286 -1.89359 -1.12122
5 O -1.96722 -0.74341 2.85585
6 H -3.22889 0.73972 0.24379
7 C 2.01876 1.26888 -0.73380
8 O -3.49960 0.16240 -0.51103
9 H -0.19416 2.12268 -2.00160
10 O 2.02836 -3.68886 0.56005
11 H -1.26142 1.13750 -1.25128
12 H 0.37299 0.17573 0.13961
13 S -1.59642 1.96410 1.24182
14 H 2.49751 -0.53014 -1.53754
15 C 0.53737 1.11974 -0.37433
16 H 1.77612 -3.51222 1.47590
17 H -0.34607 -1.80034 2.16391
18 H 0.16734 3.18199 0.18699
19 H 1.80810 0.44116 -2.60747
20 H 0.06701 -1.98274 0.67508
21 H -1.33209 -2.09178 -1.15282
22 H 1.90392 -2.86126 0.09472
23 H -3.48601 0.78305 -1.24604
24 H 2.56021 1.03849 0.18613
25 H -2.60272 -0.58832 2.14538
26 H 2.28020 2.30734 -0.95895
27 O 0.40353 -1.71889 1.55326
28 C 0.12683 2.18711 0.63770
29 N -0.30007 1.20707 -1.57698
30 H -0.26077 -0.96183 -1.36014

DFT (ωB97M-V with the def2-TZVPD basis set) results for C25H44MnO2P2 as an isolated structure.

Summary:
Multiplicity ... 5
Total charge ... +1
HOMO-LUMO gap (spin up / spin down) ... 6.18 / 7.87 eV
Expectation value of S² ... 6.122
HOMO level (spin up / spin down) ... -0.3288 / -0.4114 Ha

Atoms and positions in Å:
1 C 0.94232 2.24547 -3.78610
2 C -1.80477 -0.39635 4.15366
3 H 2.26927 -1.51169 -0.82645
4 H 3.39338 -0.64739 2.67586
5 H 0.62751 1.05619 4.80338
6 H 2.45659 1.22098 -2.62005
7 H -1.24332 -1.88953 -3.95746
8 C 0.65138 -0.47688 3.30995
9 C 1.55181 1.00994 -3.20225
10 H -2.11058 -3.31335 1.21466
11 H -0.93700 3.15709 -4.29930
12 H 0.75024 -1.65624 -5.01971
13 H -2.66554 -2.24361 -1.10651
14 O -0.95403 2.64271 0.89363
15 H -0.03505 4.15861 2.95891
16 H -1.82359 -1.09880 5.00789
17 C 2.77961 -0.55194 -0.65696
18 H 1.73941 -1.11166 -3.03796
19 H 3.60946 -0.71976 0.04527
20 C 0.79482 -3.46152 1.06002
21 Mn -0.02208 -0.12632 1.23802
22 H -2.14719 -3.41650 2.98802
23 H -2.82820 1.79402 -0.12763
24 H 1.60724 -3.31589 0.33456
25 H -2.79542 -0.40845 3.67857
26 P 1.66278 0.66375 0.12084
27 C -2.10543 -2.71611 2.13367
28 C -1.62969 -1.87073 -1.04433
29 H -1.21322 -1.76114 -2.05454
30 H 1.15406 -4.18753 1.80966
31 H 1.53125 2.57147 -4.66341
32 H 1.46382 -0.44169 5.27889
33 C -1.37924 1.39422 -3.22624
34 C -0.75857 3.45446 3.38059
35 H -0.67943 3.44909 4.46755
36 H 3.29109 2.36103 0.42906
37 H -0.61095 1.67310 -5.20350
38 P -1.63895 -0.26544 -0.16209
39 O -0.42936 2.11241 3.00432
40 H -1.83974 2.04266 -2.47264
41 H -1.01305 -2.59644 -0.49455
42 H -3.01756 -2.10565 2.16533
43 H 3.05585 -2.23560 3.38784
44 C -0.54272 1.79331 1.69026
45 C 2.84442 -1.58615 2.52048
46 C 0.43120 -2.19877 1.75648
47 H 1.03796 3.06106 -3.04904
48 H -1.69734 -0.85454 -5.28086
49 H 1.64391 3.06351 0.37098
50 C -0.54098 2.13067 -4.20936
51 H -0.26770 1.58937 -1.05217
52 C 1.37826 -1.34931 2.42857
53 C -3.05565 0.77818 -0.48871
54 C 2.32089 2.32917 -0.09267
55 H 2.46436 2.58536 -1.14942
56 H -0.05887 -3.92584 0.55480
57 H -3.89171 0.36310 0.09498
58 H -1.77549 3.70634 3.07413
59 C -0.88352 -1.87115 2.25299
60 H 3.19304 -0.19240 -1.60438
61 C -0.02453 0.55878 -0.77035
62 C 0.38031 -0.67621 -4.67320
63 C 1.27700 0.25140 4.43900
64 H 2.23743 0.69248 4.13824
65 H -1.61728 0.60978 4.54872
66 C -1.12369 -0.86697 -4.33560
67 H 0.49325 0.00951 -5.52357
68 C -1.72367 0.09811 -3.36322
69 H -3.33029 0.81658 -1.54711
70 H 3.23740 -2.08654 1.62963
71 H 0.12311 -0.00148 -1.69032
72 H -2.66152 -0.25428 -2.92225
73 C -0.74751 -0.78753 3.19027
74 C 1.22996 -0.26653 -3.51572

DFT (ωB97M-V with the def2-TZVPD basis set) results for an isolated ion of composition C6H12NO and charge +1.

Summary:
Total charge ... +1
HOMO-LUMO gap ... 7.73 eV
SMILES string ... C=[NH+]/C=C/CCCO
HOMO level ... -0.4821 Ha

Atoms and positions in Å:
1 H 1.25180 1.92603 2.76693
2 C -0.10957 1.29686 0.50660
3 H 1.26435 1.57147 -1.05937
4 H -0.90290 -2.57020 0.76944
5 H -0.22353 3.36130 0.62734
6 O 0.16935 -3.43403 -0.76040
7 H -0.04532 0.17576 -2.47460
8 H -0.48342 -4.14256 -0.74453
9 H -1.37755 -1.68494 -1.84451
10 H -1.69934 -0.75559 -0.46455
11 N 0.22130 2.58582 1.11338
12 C 0.15092 -0.21778 -1.47758
13 C -0.26749 -2.28177 -0.05863
14 C -0.87533 -1.23343 -0.99590
15 C 0.49519 0.94283 -0.61965
16 H 1.06668 -0.79804 -1.62901
17 H -0.78749 0.65560 1.05155
18 H 0.66333 -1.85723 0.33539
19 C 0.72586 2.73047 2.26918
20 H 0.76314 3.72944 2.68892

DFT (ωB97M-V with the def2-TZVPD basis set) results for C3H14CeNOS as an isolated structure.

Summary:
Total charge ... +1
HOMO-LUMO gap (spin up / spin down) ... 8.14 / 8.15 eV
HOMO level (spin up / spin down) ... -0.4288 / -0.4289 Ha

Atoms and positions in Å:
1 S 1.42477 0.49430 1.49754
2 O 0.24985 0.78436 0.50300
3 H -2.77297 -1.92694 -2.33562
4 H 0.50838 0.09560 -3.35179
5 N 0.68009 0.51050 -2.43543
6 H 1.53265 0.09094 -2.04790
7 H 1.58875 -1.33106 3.02377
8 H 1.14766 2.77647 2.14166
9 C 0.76228 -0.89190 2.45145
10 H 0.85879 1.50911 -2.58324
11 H 0.35524 1.66139 3.32623
12 H -0.01159 -0.53722 3.13794
13 H -0.96843 -2.19085 -2.41218
14 H -1.23809 -1.39771 0.14824
15 Ce -1.37363 0.09672 -0.90151
16 C -1.79762 -1.47182 -2.56875
17 H 2.14287 1.86881 3.31058
18 C 1.23608 1.83129 2.69288
19 H -2.91215 0.66535 -1.80967
20 H -1.76812 -0.98999 -3.55770
21 H 0.35519 -1.64734 1.77050

DFT (ωB97M-V with the def2-TZVPD basis set) results for C14H18FeN2 as an isolated structure.

Summary:
Multiplicity ... 6
Total charge ... -1
HOMO-LUMO gap (spin up / spin down) ... 5.87 / 6.64 eV
Expectation value of S² ... 8.914
HOMO level (spin up / spin down) ... -0.0870 / -0.1229 Ha

Atoms and positions in Å:
1 H 0.28367 3.64112 -2.73500
2 H -2.67460 -0.72377 2.26368
3 C 1.06432 -1.94998 -0.95539
4 C 0.31968 -2.24247 0.23355
5 H -1.84625 -1.97382 0.75715
6 H -1.24219 1.84034 0.60861
7 H -2.76617 0.92634 2.94477
8 C 1.10827 0.14686 3.78777
9 H 0.39324 -0.98547 -2.90480
10 C -0.30672 0.28697 3.86855
11 H 2.43562 0.29640 -1.74594
12 C 2.74638 -0.21020 1.89188
13 N 2.00726 0.25267 0.17909
14 H 0.67207 -2.84093 1.07325
15 H -2.42246 0.69508 1.20944
16 H -2.09272 -0.99537 -1.74229
17 N 0.24549 0.13074 1.67296
18 C 0.62622 2.80533 -2.19906
19 C -0.81232 0.25936 2.54875
20 H -0.91967 0.37063 4.73953
21 H 2.85878 0.50781 0.91301
22 Fe 0.23544 -0.21822 -0.27214
23 H -1.94472 1.12280 -0.86951
24 H 1.83084 0.08283 4.56798
25 C -1.16466 -1.27363 -1.27850
26 C -1.03479 -1.79993 0.06211
27 C 1.42847 0.05043 2.41595
28 C -0.98220 1.42993 -0.40300
29 C 0.16100 -1.28761 -1.90470
30 H 3.50708 0.03103 2.59229
31 H 2.03935 -2.34978 -1.18693
32 C -2.23815 0.28981 2.21284
33 H 1.70409 2.56412 -2.37113
34 H 2.85262 -1.22665 1.49276
35 C -0.25968 2.31644 -1.29143

DFT (ωB97M-V with the def2-TZVPD basis set) results for a 2-piece molecular cluster, C2H7OS overall.

Summary:
Total charge ... -1
HOMO-LUMO gap ... 6.95 eV
HOMO level ... -0.1042 Ha

Atoms and positions in Å:
1 H -0.24052 0.80242 -1.78588
2 H 0.37497 1.11969 1.15743
3 C 0.01481 1.57121 0.23638
4 H 0.84062 -0.13694 -0.83713
5 H 0.75989 2.31815 -0.03617
6 O -1.12637 -0.43941 -0.35952
7 C -0.08198 0.42817 -0.76705
8 H -0.67720 -1.28787 -0.16575
9 H 0.55685 -3.79730 0.83965
10 H -0.96602 2.00084 0.31160
11 S 0.54493 -2.57896 1.40644

DFT (ωB97M-V with the def2-TZVPD basis set) results for a 2-piece molecular cluster, C5H8N2 overall.

Summary:
Total charge ... 0
HOMO-LUMO gap (spin up / spin down) ... 6.93 / 6.93 eV
HOMO level (spin up / spin down) ... -0.2601 / -0.2602 Ha

Atoms and positions in Å:
1 N -0.89668 1.65899 -0.72296
2 H 0.68584 -3.17659 -0.52874
3 H -1.55910 1.58929 0.04147
4 C -0.56074 0.55828 -1.38986
5 H -0.62541 0.51255 3.38808
6 H -0.20035 2.38081 -0.60099
7 H 0.23131 0.62340 -2.11926
8 C 1.07849 -1.08617 -0.51308
9 N 0.28489 -0.66366 0.46306
10 C -0.27566 0.83675 2.41602
11 H -0.03775 1.89456 2.32944
12 H 1.88697 -2.54623 -1.78616
13 C 1.21556 -2.32994 -0.96581
14 H -1.30502 -0.21702 -1.49220
15 C 0.07765 -0.03502 1.48098

Number 1: DFT total energy -26942.8094 eV. Number 2: DFT total energy -111816.4886 eV. Number 3: DFT total energy -7359.2353 eV. Number 4: DFT total energy -12967.5124 eV. Number 5: DFT total energy -127734.6470 eV. Number 6: DFT total energy -27474.6082 eV. Number 7: DFT total energy -80621.4465 eV. Number 8: DFT total energy -9945.5854 eV. Number 9: DFT total energy -30628.7856 eV. Number 10: DFT total energy -52164.5402 eV. Number 11: DFT total energy -15071.1965 eV. Number 12: DFT total energy -8288.9743 eV.